ORCA calculation (ωB97M-V/def2-TZVPD) on a molecular structure, C31H50AsBF6N12PY.

Structure (XYZ):
```
103
Properties=species:S:1:pos:R:3:forces:R:3
Y -0.836 0.008 -2.839 -0.082 -0.549 0.124
C 2.559 -2.106 -1.525 -0.003 0.053 -0.078
C 2.168 -0.687 -1.122 -0.024 -0.195 0.273
C 2.221 0.982 0.733 -0.190 -0.155 -0.047
C 1.143 1.730 0.485 0.077 0.171 -0.009
N -0.054 1.285 0.007 0.001 0.022 0.021
N 0.734 -0.531 -1.437 0.380 0.218 0.552
B -1.221 2.220 -0.378 -0.054 0.046 -0.053
N -0.829 2.955 -1.727 -0.127 -0.130 -0.008
C -0.618 4.244 -2.011 0.052 0.008 0.000
C -0.243 4.365 -3.339 -0.038 -0.014 0.112
C -0.238 3.067 -3.830 0.061 -0.010 -0.017
C 0.063 2.573 -5.207 0.032 -0.027 -0.052
N -0.583 2.215 -2.849 0.029 1.054 0.079
N -2.520 1.378 -0.586 0.115 -0.029 -0.092
C -3.678 1.495 0.083 0.028 -0.034 0.025
C -4.606 0.637 -0.469 0.085 0.035 0.045
C -3.938 -0.002 -1.513 -0.028 -0.010 0.045
C -4.472 -1.034 -2.450 0.020 0.032 -0.061
N -2.675 0.442 -1.573 -0.453 0.256 0.178
N -1.462 3.252 0.697 0.027 -0.058 0.110
C -2.298 4.323 0.662 -0.015 0.063 0.049
C -2.330 4.884 1.908 0.034 -0.080 -0.072
C -1.470 4.075 2.685 0.002 -0.028 0.046
C -1.119 4.221 4.129 0.008 0.008 0.022
N -0.967 3.090 1.960 0.039 0.030 -0.081
H 3.627 -2.299 -1.484 -0.044 0.013 -0.002
H 2.246 -2.209 -2.565 -0.006 -0.031 0.006
H 2.027 -2.856 -0.949 -0.049 -0.078 0.037
H 3.112 1.358 1.196 0.032 0.044 -0.022
H 1.180 2.779 0.744 0.003 0.027 -0.045
H -0.729 4.999 -1.253 0.004 0.056 0.013
H -0.006 5.269 -3.870 0.012 0.049 -0.029
H 0.615 3.326 -5.765 -0.017 -0.005 -0.007
H -0.854 2.355 -5.758 0.010 0.023 0.013
H 0.677 1.666 -5.198 -0.031 0.022 0.034
H -3.770 2.190 0.900 -0.025 0.018 0.038
H -5.631 0.506 -0.173 -0.051 -0.008 0.016
H -5.551 -0.927 -2.532 -0.011 -0.024 -0.006
H -4.263 -2.043 -2.091 0.010 -0.008 0.010
H -4.050 -0.938 -3.451 -0.016 0.012 0.043
H -2.823 4.597 -0.239 -0.028 0.018 -0.046
H -2.879 5.753 2.221 -0.041 0.056 0.020
H -0.904 5.259 4.379 0.005 0.009 -0.030
H -0.240 3.623 4.367 0.006 -0.007 0.000
H -1.940 3.900 4.771 -0.032 -0.002 -0.011
N -0.080 -0.104 -0.308 0.149 -0.124 -0.293
P 0.571 -1.005 0.944 -0.012 -0.036 -0.074
N 0.269 -2.561 0.739 -0.013 -0.156 0.094
C -0.676 -3.122 -0.273 0.014 0.110 0.012
C -0.442 -4.614 -0.427 0.003 0.021 -0.102
C -0.689 -5.382 0.874 -0.016 -0.053 0.012
C -0.311 -4.535 2.095 0.023 -0.004 0.062
C 0.782 -3.539 1.749 0.028 0.106 -0.087
N 0.297 -0.582 2.457 -0.194 0.179 0.175
C -1.032 -1.085 2.978 0.194 -0.072 -0.093
C -1.743 0.037 3.706 -0.107 0.015 0.000
C -0.976 0.427 4.973 -0.024 -0.022 0.055
C 0.528 0.226 4.765 0.067 0.008 0.046
C 0.920 0.473 3.320 0.097 -0.098 -0.109
N 2.216 -0.482 0.436 0.230 0.033 -0.053
C 3.347 -1.218 1.130 -0.247 0.080 -0.082
C 4.735 -0.642 0.896 0.066 -0.084 0.119
C 5.209 -0.421 -0.541 0.013 -0.058 -0.018
C 4.447 0.666 -1.298 0.023 0.075 0.014
C 3.046 0.340 -1.844 -0.027 -0.011 -0.146
H -0.501 -2.613 -1.216 -0.003 -0.001 -0.029
H -1.699 -2.917 0.055 -0.018 -0.025 -0.019
H 0.580 -4.772 -0.782 0.017 -0.004 0.005
H -1.094 -4.975 -1.223 0.008 -0.001 0.001
H -0.107 -6.304 0.864 0.006 0.000 -0.017
H -1.734 -5.681 0.943 -0.010 0.021 0.015
H 0.031 -5.162 2.918 0.005 -0.007 -0.010
H -1.177 -3.983 2.467 -0.023 0.002 -0.009
H 1.654 -4.046 1.327 -0.013 -0.043 0.024
H 1.112 -2.988 2.630 -0.006 -0.012 -0.007
H -0.832 -1.933 3.636 -0.062 0.009 0.038
H -1.630 -1.447 2.139 -0.018 0.045 0.026
H -2.754 -0.294 3.943 -0.007 0.009 0.008
H -1.830 0.891 3.029 0.013 -0.015 -0.001
H -1.310 -0.172 5.821 -0.007 -0.010 -0.004
H -1.190 1.465 5.222 0.004 0.021 -0.013
H 0.833 -0.782 5.055 -0.003 -0.022 -0.001
H 1.105 0.907 5.391 -0.013 0.001 0.003
H 2.000 0.416 3.203 -0.039 0.026 0.051
H 0.579 1.454 2.981 -0.001 -0.031 0.029
H 3.269 -2.248 0.791 0.075 -0.013 0.030
H 3.108 -1.194 2.195 0.044 -0.016 -0.015
H 5.405 -1.352 1.391 0.012 0.035 -0.021
H 4.847 0.288 1.457 0.003 0.011 -0.018
H 5.235 -1.361 -1.095 0.019 0.039 0.017
H 6.252 -0.109 -0.473 -0.001 0.032 0.006
H 5.050 0.991 -2.146 0.007 -0.042 -0.013
H 4.376 1.541 -0.648 0.023 0.000 -0.021
H 3.148 -0.081 -2.848 -0.010 0.050 -0.020
H 2.482 1.268 -1.956 0.020 -0.031 0.036
F -1.869 -0.320 -4.919 -0.213 0.391 -0.037
As -1.191 -1.962 -5.142 -0.101 -0.770 -0.818
F 0.278 -1.133 -4.474 0.398 -0.103 -0.065
F -0.391 -3.447 -5.035 -0.105 0.124 -0.026
F -1.611 -2.082 -3.377 -0.072 -0.364 0.090
F -2.718 -2.560 -5.532 0.157 -0.005 -0.004
F -0.699 -1.576 -6.706 -0.060 -0.076 0.117
```
Forces are in eV/Å.

Properties
ΔE to the lowest compared entry with this formula, charge and spin, eV: 0.5982
Total charge: +2
2S+1: 1
Calculated total energy, eV: -138987.4765
E_HOMO, eV: -13.92
F_max, Eh/bohr: 0.022

ORCA calculation (ωB97M-V/def2-TZVPD) on a molecular structure, C31H50AsN2O4PRuSSi3.

Structure (XYZ):
```
94
Properties=species:S:1:pos:R:3:forces:R:3
Ru -0.230 -0.455 0.308 0.733 0.344 0.185
N 0.338 -2.190 1.525 0.046 -0.189 -0.056
C -0.764 -3.029 1.880 -0.076 0.009 0.057
C -0.987 -3.345 3.211 0.027 -0.052 0.027
C -2.099 -4.088 3.580 0.010 0.010 0.000
C -2.986 -4.520 2.609 0.000 -0.006 -0.025
C -2.743 -4.220 1.275 -0.018 -0.034 0.009
C -1.633 -3.481 0.884 0.100 0.115 -0.036
C -1.318 -3.209 -0.542 -0.007 -0.010 0.104
C -1.485 -4.270 -1.439 -0.021 0.006 0.018
C -1.150 -4.138 -2.774 0.019 0.031 -0.003
C -0.623 -2.928 -3.204 -0.024 -0.010 -0.021
C -0.454 -1.875 -2.316 -0.085 0.011 0.048
C -0.808 -1.957 -0.953 -0.093 -0.280 -0.311
H 0.888 -1.978 2.349 0.060 0.096 -0.062
H 0.959 -2.629 0.848 0.007 -0.124 0.083
H -0.294 -2.989 3.966 -0.006 0.014 -0.006
H -2.274 -4.310 4.626 -0.002 -0.004 -0.001
H -3.869 -5.082 2.886 -0.002 0.001 -0.003
H -3.439 -4.546 0.511 -0.011 0.004 0.011
H -1.859 -5.218 -1.066 0.005 -0.005 -0.020
H -1.281 -4.966 -3.460 -0.005 -0.001 0.002
H -0.352 -2.796 -4.247 0.002 -0.009 -0.001
H -0.049 -0.942 -2.682 -0.025 0.016 0.020
O 0.134 0.760 3.228 0.284 0.211 0.200
C 1.280 0.662 2.773 -0.038 -0.045 0.059
N 1.569 0.404 1.492 -0.133 0.005 -0.057
S 3.159 0.054 1.301 -0.017 -0.014 0.044
O 3.312 -1.358 1.026 0.044 -0.014 0.011
O 3.885 0.976 0.477 0.013 0.039 0.007
C 3.614 0.369 2.988 -0.029 -0.002 -0.022
C 4.852 0.314 3.594 0.038 -0.005 0.002
C 4.911 0.634 4.946 -0.032 0.009 -0.002
C 3.761 0.994 5.648 0.026 -0.010 -0.013
C 2.525 1.040 5.016 -0.029 0.013 0.011
C 2.476 0.727 3.670 -0.018 -0.009 -0.018
H 5.739 0.035 3.040 -0.002 0.000 -0.003
H 5.862 0.604 5.461 0.003 -0.001 -0.001
H 3.837 1.239 6.700 -0.001 0.001 0.001
H 1.620 1.312 5.543 0.002 -0.001 -0.002
C 3.183 -2.556 -2.063 -0.075 -0.029 0.055
P 3.065 -0.802 -2.473 0.030 -0.114 -0.116
C 4.761 -0.181 -2.420 -0.014 -0.002 0.057
C 2.583 -0.749 -4.214 0.014 -0.002 0.006
O 2.131 -0.054 -1.602 -0.063 -0.037 0.212
H 4.004 -3.055 -2.579 0.006 0.018 -0.021
H 2.239 -3.040 -2.321 -0.014 0.021 0.010
H 3.322 -2.616 -0.983 0.071 -0.027 -0.038
H 5.452 -0.820 -2.969 -0.020 -0.018 -0.014
H 5.041 -0.125 -1.367 0.056 0.003 -0.045
H 4.788 0.828 -2.833 -0.027 0.012 0.023
H 3.299 -1.267 -4.855 0.003 -0.004 0.008
H 2.498 0.294 -4.519 0.002 0.002 -0.003
H 1.602 -1.217 -4.305 0.016 0.006 -0.025
C -1.908 2.256 1.913 0.067 0.012 0.090
Si -1.677 0.380 1.989 -0.808 -0.093 -0.701
C -3.113 -0.358 0.884 -0.081 0.047 0.102
C -2.356 -0.170 3.672 0.129 -0.024 0.070
H -2.412 2.630 2.811 0.011 -0.015 0.006
H -2.500 2.508 1.034 -0.017 0.014 -0.003
H -0.951 2.771 1.820 -0.013 0.001 0.019
H -3.821 -0.907 1.515 0.018 0.008 0.009
H -2.823 -1.027 0.077 0.037 -0.026 -0.024
H -3.633 0.475 0.409 -0.034 0.015 0.032
H -3.433 0.021 3.629 0.005 0.021 0.034
H -1.929 0.400 4.498 0.014 -0.017 0.007
H -2.231 -1.233 3.876 -0.006 -0.028 0.002
C 0.985 3.889 -2.916 0.008 -0.067 0.004
Si 0.173 3.429 -1.269 -0.252 0.054 -0.003
C -1.077 4.807 -0.907 0.034 -0.001 -0.023
C 1.503 3.532 0.052 0.052 0.014 0.014
As -0.733 1.304 -1.410 0.161 0.023 -0.050
Si -2.801 1.668 -2.346 -0.054 0.087 0.120
C -3.571 0.008 -2.817 -0.003 0.031 -0.027
C -4.102 2.656 -1.379 -0.001 -0.032 -0.010
C -2.566 2.664 -3.938 -0.013 0.021 0.000
H 1.094 4.973 -3.023 0.042 -0.001 0.012
H 0.403 3.510 -3.758 -0.015 0.033 -0.002
H 1.978 3.432 -2.964 -0.009 -0.011 -0.034
H -0.573 5.776 -0.827 0.012 -0.007 0.005
H -1.598 4.608 0.032 -0.002 0.019 -0.004
H -1.827 4.886 -1.699 -0.001 0.006 0.006
H 2.283 4.244 -0.235 -0.040 0.050 0.005
H 1.977 2.561 0.185 0.029 0.014 0.001
H 1.082 3.855 1.008 0.011 -0.065 0.024
H -3.217 -0.790 -2.165 -0.016 -0.028 0.026
H -3.300 -0.261 -3.842 0.018 -0.008 0.009
H -4.662 0.049 -2.750 -0.001 -0.001 -0.020
H -4.503 2.089 -0.538 -0.004 0.016 0.005
H -4.942 2.929 -2.027 0.013 -0.014 -0.023
H -3.665 3.574 -0.983 -0.025 0.016 0.002
H -1.799 2.208 -4.568 -0.002 -0.008 -0.005
H -2.252 3.686 -3.712 0.011 0.000 -0.034
H -3.500 2.718 -4.507 -0.005 0.006 0.011
```
Forces are in eV/Å.

Properties
ΔE to the lowest compared entry with this formula, charge and spin, eV: 1.0099
Total charge: -1
2S+1: 2
Calculated total energy, eV: -151312.4051
E_HOMO (alpha / beta), eV: -3.14 / -3.12
F_max, Eh/bohr: 0.021

ORCA calculation (ωB97M-V/def2-TZVPD) on a molecular structure, C31H50BCl2N5O2P2Pb.

Structure (XYZ):
```
94
Properties=species:S:1:pos:R:3:forces:R:3
Pb -0.412 0.912 0.946 0.886 0.213 -0.150
C 0.196 -2.581 4.549 0.002 0.132 -0.106
C 1.646 -2.261 4.174 0.050 0.082 -0.156
C 2.195 -1.322 5.244 -0.063 0.167 -0.189
C 2.475 -3.550 4.167 -0.112 0.189 -0.148
P 1.452 -1.313 2.511 0.847 -1.242 -0.546
C 1.335 -2.837 1.415 0.049 0.107 0.549
N 0.757 -2.566 0.123 -0.041 0.100 0.089
B -0.075 -1.460 -0.343 -0.417 0.272 0.251
N -0.337 -1.844 -1.732 -0.078 0.151 0.191
C -1.094 -1.128 -2.725 -0.335 0.448 -0.167
P -1.024 0.723 -2.377 0.158 -0.518 -0.978
C 0.545 1.224 -3.376 -0.204 0.023 0.027
C 1.038 2.477 -2.649 -0.099 -0.075 -0.040
C 0.404 1.546 -4.862 -0.055 -0.089 0.225
C 1.590 0.120 -3.207 -0.188 0.117 0.068
C -2.593 1.244 -3.350 0.205 -0.067 0.162
C -2.636 2.769 -3.393 0.202 -0.152 0.067
C -3.719 0.792 -2.413 0.102 0.011 0.102
C -2.826 0.666 -4.746 0.187 0.017 0.226
C 0.197 -3.070 -2.008 0.314 -0.534 0.084
C 0.138 -3.874 -3.135 -0.183 0.192 -0.127
C 0.785 -5.105 -3.118 0.134 -0.235 -0.130
C 1.478 -5.529 -1.996 0.056 -0.224 -0.174
C 1.532 -4.743 -0.850 0.017 0.068 0.194
C 0.890 -3.515 -0.850 -0.047 -0.266 -0.606
C 3.191 -0.685 1.968 -0.132 -0.060 0.224
C 3.141 -0.571 0.441 -0.134 0.002 0.157
C 4.433 -1.488 2.346 -0.233 0.055 -0.015
C 3.303 0.719 2.561 -0.131 -0.063 -0.025
H 0.143 -3.058 5.530 0.075 -0.085 0.122
H -0.276 -3.240 3.823 -0.078 -0.129 -0.065
H -0.362 -1.649 4.582 -0.157 0.093 0.062
H 2.129 -1.793 6.229 -0.021 -0.129 0.082
H 1.603 -0.411 5.275 0.020 0.152 0.133
H 3.239 -1.071 5.068 0.167 0.018 -0.016
H 2.456 -3.994 5.166 -0.045 -0.018 0.115
H 3.514 -3.360 3.914 0.107 -0.026 -0.024
H 2.080 -4.289 3.474 -0.025 -0.123 -0.095
H 0.678 -3.539 1.947 0.201 -0.083 0.010
H 2.312 -3.318 1.291 -0.024 -0.067 -0.025
H -2.148 -1.434 -2.679 0.134 0.056 -0.152
H -0.718 -1.359 -3.731 -0.071 -0.020 0.110
H 0.278 3.256 -2.656 -0.032 0.111 0.074
H 1.942 2.868 -3.119 0.159 0.017 -0.094
H 1.257 2.242 -1.608 0.018 0.093 0.123
H -0.273 2.381 -5.017 -0.083 0.039 -0.128
H 0.051 0.684 -5.424 -0.049 -0.071 -0.114
H 1.382 1.835 -5.259 0.102 -0.009 -0.054
H 1.614 -0.223 -2.176 0.147 -0.104 0.086
H 2.578 0.499 -3.469 0.145 0.107 -0.059
H 1.380 -0.734 -3.850 -0.012 -0.153 0.003
H -2.481 3.151 -2.390 0.015 0.226 0.126
H -3.611 3.110 -3.743 -0.170 0.025 -0.065
H -1.875 3.186 -4.051 0.054 0.079 -0.023
H -3.849 -0.289 -2.411 -0.026 -0.105 -0.007
H -4.666 1.244 -2.710 -0.117 0.075 -0.100
H -3.484 1.113 -1.399 -0.117 -0.024 0.151
H -2.132 1.072 -5.476 0.069 0.028 -0.112
H -3.838 0.918 -5.072 -0.119 0.028 -0.027
H -2.736 -0.419 -4.750 -0.012 -0.159 -0.045
H -0.426 -3.577 -4.011 0.022 0.085 0.024
H 0.746 -5.741 -3.998 -0.010 0.030 0.051
H 1.978 -6.490 -2.003 -0.015 -0.009 -0.007
H 2.053 -5.105 0.027 0.003 0.045 0.047
H 3.200 -1.547 -0.038 -0.054 -0.098 -0.083
H 3.977 0.031 0.081 0.120 0.100 0.022
H 2.212 -0.094 0.128 -0.003 0.061 -0.142
H 4.369 -2.515 1.991 0.036 -0.166 -0.024
H 4.594 -1.489 3.421 0.034 -0.078 0.119
H 5.310 -1.029 1.881 0.116 0.055 -0.071
H 2.391 1.275 2.357 -0.036 0.193 0.019
H 4.153 1.258 2.135 0.133 0.020 -0.063
H 3.426 0.674 3.640 -0.007 0.075 0.171
N -1.302 2.743 3.008 -0.065 0.160 0.114
N -0.703 2.612 4.267 -0.198 0.358 0.193
C -0.131 1.350 4.613 -0.361 0.913 -0.010
O 0.154 1.221 5.809 0.122 -0.062 0.871
O 0.056 0.543 3.683 -0.313 -0.203 -0.132
H -1.148 3.661 2.600 0.002 -0.243 0.096
H -2.291 2.514 2.983 -0.002 0.062 0.070
H -1.152 3.076 5.057 0.166 -0.308 -0.357
Cl -1.034 4.891 -0.749 0.305 0.095 -0.069
C -2.623 4.466 -0.160 0.200 0.167 -0.087
C -3.562 5.457 -0.120 -0.228 0.066 0.054
C -4.839 5.193 0.368 -0.254 0.210 -0.008
C -5.120 3.901 0.808 -0.125 0.222 -0.045
C -4.162 2.926 0.762 -0.112 -0.261 0.028
Cl -4.594 1.326 1.329 -0.028 -0.167 0.113
C -2.813 3.084 0.249 -0.137 0.033 0.290
N -1.913 2.181 0.142 -0.330 0.036 -0.311
H -3.307 6.451 -0.467 0.065 -0.015 0.003
H -5.587 5.972 0.402 -0.084 0.027 0.009
H -6.110 3.661 1.178 0.023 -0.063 0.062
```
Forces are in eV/Å.

Properties
Total charge: -2
2S+1: 1
Calculated total energy, eV: -94051.7789
E_HOMO, eV: -0.61
F_max, Eh/bohr: 0.031